The following is a DFT calculation (wB97M-V/def2-TZVPD) of a cluster of 11 separate species, C64H160B2ClF8N8O8 in total.

Calculated values
Largest force on an atom, eV/Å: 4.6
Kohn-Sham gap, hartree: 0.3460
Charge: +5
HOMO, eV: -15.8980

```
251
C64H160B2ClF8N8O8 | the OMol25 dataset | wB97M-V/def2-TZVPD
Cl -32.4763 3.2527 -2.6458
F -31.8597 1.6747 -11.7252
F -31.1323 0.7523 -9.7941
F -35.8770 6.3509 -8.0907
F -33.2473 1.6183 -9.9010
F -37.8762 7.2729 -7.5179
F -31.4491 3.0342 -9.9442
F -36.4583 6.6475 -5.7940
F -35.8673 8.4394 -7.0539
O -29.0026 4.8888 -13.0543
O -29.4941 -3.7935 -9.8887
O -34.7719 6.8059 -14.6145
O -37.4998 10.8566 -1.0983
O -27.6365 4.4007 2.8791
O -29.7491 4.9335 -7.0711
O -34.6835 6.6418 -0.4757
O -40.5073 17.3119 -11.6581
N -32.6591 4.7825 -6.1149
N -36.4157 3.3208 -0.5702
N -38.1313 10.2176 -3.8215
N -27.9651 2.0237 -13.6170
N -36.9720 6.6114 -12.1622
N -32.6544 -2.5561 -9.8718
N -28.5760 3.0396 0.2358
N -40.5677 20.2782 -12.4000
C -33.9536 -3.1025 -9.3179
C -37.2932 7.8065 -11.3436
C -27.5046 2.5881 1.1434
C -41.3140 18.2215 -10.9757
C -31.7395 -1.9342 -8.7997
C -33.4381 6.9338 -4.9965
C -35.7041 7.7672 -14.1600
C -39.5606 19.5598 -13.2474
C -29.2502 3.7416 -12.3255
C -35.4551 4.5836 -12.0645
C -34.7806 -2.0599 -8.5785
C -41.8489 20.3732 -13.1341
C -33.8983 7.4323 -15.5102
C -29.0120 4.3161 -1.8570
C -37.3880 2.9235 0.5402
C -33.9810 4.0659 -5.7425
C -40.2238 8.8013 -3.9175
C -38.9756 11.4068 -5.9656
C -35.1840 2.5000 -0.5121
C -30.4849 -3.4712 -10.8314
C -27.0151 5.6055 3.4257
C -38.9881 20.2572 -14.3922
C -30.0831 4.2156 -5.9285
C -38.0147 10.9352 0.2578
C -37.1497 9.0705 -3.5242
C -28.0792 4.0941 -0.7405
C -32.6873 5.2911 -7.6101
C -29.1202 4.0669 -8.0843
C -28.1091 0.9915 -14.6809
C -29.8047 3.5874 0.9776
C -40.7161 19.5908 -11.0089
C -28.5240 1.5724 -16.0545
C -31.5642 3.6816 -5.9897
C -29.3294 6.1099 -12.3637
C -39.4822 16.7069 -10.9206
C -35.5119 1.0419 -0.7130
C -38.0611 10.2834 -5.3193
C -34.7483 5.2795 -0.8848
C -40.1058 21.6702 -12.1109
C -29.2849 2.5778 -13.3165
C -37.1640 3.1439 -1.9223
C -27.3501 1.2353 -12.4334
C -36.5673 3.7356 -3.1929
C -35.7243 6.0255 -11.5948
C -37.5661 11.5475 -3.3112
C -27.0001 3.1305 -14.0842
C -31.6534 -2.6845 -7.5525
C -34.4006 2.9792 -6.6822
C -39.4994 9.9459 -3.2706
C -32.4007 5.7967 -5.0656
C -29.0906 1.8287 -0.4977
C -38.1433 5.5805 -11.9668
C -38.7657 21.7455 -11.3847
C -28.0986 0.0501 -11.8611
C -33.6712 7.4319 -1.0867
C -36.0796 4.8069 -0.3001
C -36.9479 7.0118 -13.6447
C -26.7926 3.5678 2.0592
C -28.0070 0.9322 -1.1593
C -31.9568 -3.7713 -10.5217
C -38.0047 11.9018 -1.8960
C -29.1750 -5.2108 -9.8335
C -38.5052 5.2815 -10.5600
C -32.9289 -1.5129 -10.9573
B -36.4883 7.1635 -7.1514
B -31.9026 1.7472 -10.3381
H -28.3536 -0.6056 -12.6743
H -36.9949 9.0772 -2.4203
H -37.5461 7.5267 -10.3565
H -27.1409 2.0159 -11.6825
H -29.5713 1.9598 -16.0635
H -33.9389 7.9857 -2.0167
H -41.2862 20.2209 -10.3707
H -31.6791 3.0707 -6.8990
H -26.6242 6.2314 2.6094
H -37.8635 4.7990 -12.6142
H -28.7380 4.6854 -8.8687
H -28.5873 5.1636 -2.4082
H -27.8282 4.9984 -0.1583
H -37.6367 8.1452 -3.8063
H -35.1058 2.3861 -6.1736
H -36.8713 2.7091 1.4532
H -29.3966 3.4102 -5.6381
H -38.9447 21.4669 -10.3412
H -37.0103 10.4545 -5.5763
H -28.8746 0.3166 -14.4561
H -28.4603 3.4372 -7.4995
H -26.0912 2.6098 -14.5181
H -42.3993 18.1746 -11.3216
H -31.9967 -1.2597 -11.4362
H -39.3532 4.6224 -10.4998
H -37.9856 21.0658 -11.7532
H -39.8535 15.9449 -10.2590
H -39.7639 20.5646 -15.0320
H -35.4993 3.7007 -3.2829
H -32.7748 6.8478 -1.1618
H -38.1238 3.7270 0.4506
H -40.8634 22.0415 -11.4152
H -38.4227 19.5461 -14.9340
H -34.3789 7.9245 -16.3506
H -33.6553 -3.9038 -8.6141
H -40.0202 10.9039 -3.4742
H -34.4386 2.8962 -1.2042
H -35.2105 8.4827 -13.4429
H -26.6418 3.6251 -13.1756
H -31.8348 5.9276 -7.7064
H -26.7198 2.0720 0.5627
H -38.8119 16.1904 -11.5816
H -30.0877 4.5202 -1.5485
H -29.5539 4.4660 1.5988
H -34.7546 4.8013 -5.6638
H -33.4464 8.2316 -0.4139
H -39.0614 12.0718 -1.9499
H -33.6178 5.7875 -7.7241
H -28.6652 6.1400 -11.4374
H -31.8749 3.1433 -5.0294
H -42.2431 19.3229 -13.2612
H -36.4254 8.4586 -11.3529
H -34.8988 6.6250 -11.9891
H -34.8109 2.5165 0.4946
H -32.5957 4.5024 -8.3079
H -37.3728 2.1068 -2.0419
H -38.9246 17.4428 -10.3129
H -26.1490 5.3380 4.0449
H -37.8854 2.0203 0.1877
H -35.7083 0.7215 -1.7194
H -38.7466 6.1383 -9.9430
H -33.5781 2.3212 -6.9149
H -35.8083 4.4024 -13.0927
H -36.2615 9.1165 -4.1998
H -30.1743 3.8727 -11.8079
H -32.5415 -2.6884 -6.9180
H -38.7183 19.2195 -12.5915
H -34.4746 6.7013 -4.7918
H -29.1855 3.5366 -2.5849
H -33.1243 6.6852 -15.7218
H -36.9789 3.1854 -4.0781
H -41.6296 20.8003 -14.1068
H -36.8158 5.4127 -0.8274
H -36.1425 5.0254 0.7517
H -32.0259 -0.8402 -8.8044
H -38.7730 11.2947 -7.0473
H -34.3780 4.3443 -12.0878
H -37.5918 12.8708 -1.6674
H -29.8505 2.2397 -1.1141
H -29.0240 0.2754 -11.3102
H -28.4807 0.8154 -16.8883
H -28.5110 -5.3476 -9.0020
H -34.0816 -1.5782 -7.9375
H -27.4813 3.7759 -14.8452
H -27.5199 -0.4286 -11.0388
H -38.3783 21.1261 -14.1172
H -28.5248 0.2644 -1.8576
H -27.4327 1.4441 -1.8897
H -30.3453 -2.3994 -10.9794
H -28.7029 -5.4345 -10.7763
H -34.8747 3.4650 -7.5614
H -27.4060 0.3888 -0.4339
H -30.3812 6.1739 -11.9883
H -30.7609 -1.8274 -9.3605
H -34.4516 -3.5970 -10.1342
H -42.5237 20.9688 -12.5231
H -30.1601 2.7875 1.6561
H -41.3237 18.0084 -9.9228
H -33.4665 -1.9709 -11.8364
H -35.1991 -1.3256 -9.2344
H -26.1702 2.9557 2.7023
H -39.7250 7.8604 -3.6374
H -34.5854 0.4923 -0.4437
H -37.5055 10.2096 0.9088
H -38.4225 9.3984 -5.7544
H -27.1342 3.6346 -1.1908
H -30.0264 -5.8773 -9.7031
H -37.9463 12.4178 -3.9112
H -35.9301 3.8446 -11.4433
H -31.4882 6.2615 -5.3100
H -27.1641 0.5029 -14.8265
H -31.3087 -3.6984 -7.7255
H -36.4830 11.4048 -3.3519
H -30.2984 -3.9729 -11.7525
H -39.0100 6.1215 -12.5031
H -33.5314 7.4756 -5.9195
H -37.0510 6.1095 -14.1880
H -36.9884 4.7790 -3.2487
H -37.7004 4.7144 -10.0950
H -33.3145 -0.5471 -10.5802
H -30.8626 -2.1566 -7.0080
H -34.7264 5.1201 -1.9542
H -39.0900 10.7332 0.1634
H -38.0813 3.6469 -1.8060
H -39.3433 9.8366 -2.1980
H -37.8081 7.6438 -13.8876
H -38.5672 12.3745 -5.6484
H -29.9805 3.5427 -8.5060
H -32.0480 -4.5820 -9.8322
H -40.4072 8.9098 -4.9851
H -32.5026 -3.9919 -11.4649
H -33.4226 8.3073 -15.0170
H -33.1591 7.6628 -4.2383
H -36.2268 0.7438 0.0923
H -40.1079 22.2434 -13.0337
H -40.1781 18.7547 -13.7068
H -36.0652 8.3980 -14.9798
H -29.9723 4.8657 -5.0522
H -29.1768 6.9363 -13.0947
H -35.5207 -2.5135 -7.9280
H -28.4733 3.6164 -11.5762
H -29.8918 1.8140 -12.9442
H -39.9830 11.2738 -5.8689
H -26.4316 0.8563 -12.8361
H -35.6183 6.0684 -10.4589
H -30.5904 3.7460 0.2050
H -41.2252 8.8447 -3.4783
H -33.8681 4.7181 -0.5586
H -33.8944 3.6676 -4.7371
H -28.0446 1.8252 1.7059
H -29.7621 2.9957 -14.1690
H -29.5902 1.3594 0.3604
H -26.1333 4.0984 1.3683
H -27.7437 6.1224 3.9851
H -37.8752 11.9243 0.7378
H -39.7284 19.5972 -10.5925
H -27.9799 2.3974 -16.5142
H -32.2442 5.2696 -4.1269
H -38.4705 22.7447 -11.3686
H -38.1622 8.3435 -11.7278
```

Mulliken population analysis, charges in e, atoms 1 to 4: -0.6414 -0.3372 -0.2345 -0.3546